C26H33BCoF4N10S as an isolated structure, computed with wB97M-V/def2-TZVPD.

```
76
Properties=species:S:1:pos:R:3:lowdin_charge:R:1
Co 0.271 0.411 0.337 0.64
C -1.712 3.452 -1.441 -0.01
C -0.997 2.968 -0.359 -0.09
N -0.901 1.634 -0.456 -0.02
N -1.492 1.259 -1.603 0.06
C -1.998 2.333 -2.208 -0.01
B -1.509 -0.263 -2.007 -0.63
N 0.019 -0.599 -2.255 0.08
C 0.695 -1.266 -3.203 -0.04
C 2.045 -1.229 -2.914 -0.02
C 2.131 -0.512 -1.724 -0.11
N 0.913 -0.156 -1.339 -0.03
N -1.974 -1.054 -0.796 0.04
C -3.209 -1.554 -0.408 -0.07
C -3.554 -1.750 0.872 -0.04
C -2.752 -1.292 2.078 -0.31
N -1.109 -0.924 0.298 -0.01
N -2.402 -0.391 -3.207 -0.01
C -2.194 -0.551 -4.539 -0.08
C -3.405 -0.452 -5.175 -0.05
C -4.321 -0.211 -4.137 -0.14
N -3.718 -0.167 -2.967 0.06
H -1.985 4.471 -1.643 0.11
H -0.551 3.496 0.464 0.12
H -2.555 2.228 -3.123 0.13
H 0.190 -1.750 -4.018 0.12
H 2.846 -1.659 -3.487 0.11
H 2.989 -0.250 -1.128 0.13
H -3.875 -1.779 -1.224 0.11
H -4.519 -2.194 1.073 0.11
H -2.253 -2.147 2.548 0.14
H -1.218 -0.685 -4.965 0.10
H -3.594 -0.531 -6.230 0.10
H -5.387 -0.065 -4.198 0.11
C -3.645 -0.615 3.113 -0.04
C -1.730 -0.324 1.511 -0.25
N -0.492 0.137 2.192 -0.13
C 0.035 -0.908 3.107 -0.20
C 1.471 -0.750 3.566 -0.07
C -0.399 1.523 2.691 -0.12
C 1.007 2.053 2.384 -0.18
N 1.449 1.606 1.052 -0.05
C 2.524 2.294 0.499 -0.15
C 2.547 2.750 -0.824 -0.15
F 1.471 2.596 -1.616 0.09
C 3.644 3.407 -1.356 -0.21
F 3.578 3.815 -2.627 0.11
C 4.775 3.666 -0.610 0.09
C 4.771 3.231 0.700 -0.21
F 5.840 3.429 1.473 0.11
C 3.687 2.560 1.237 -0.14
F 3.799 2.095 2.496 0.09
H -4.173 0.230 2.669 0.09
H -3.068 -0.256 3.967 0.08
H -4.391 -1.313 3.488 0.09
H -2.257 0.569 1.175 0.16
H -0.711 -1.840 0.518 0.11
H -0.047 -1.859 2.582 0.06
H -0.637 -0.952 3.971 0.13
H 2.144 -0.575 2.726 0.07
H 1.770 -1.679 4.050 0.09
H 1.595 0.048 4.294 0.08
H -0.614 1.586 3.762 0.14
H -1.155 2.103 2.164 0.11
H 1.701 1.724 3.153 0.09
H 0.981 3.149 2.441 0.14
H 5.622 4.186 -1.030 0.14
C 3.397 -3.400 0.796 -0.39
S 1.623 -3.106 0.781 0.76
C 1.026 -4.683 0.145 -0.38
H 3.650 -4.196 1.492 0.04
H 3.881 -2.480 1.120 0.03
H 3.749 -3.652 -0.203 0.04
H 1.502 -4.915 -0.806 0.04
H -0.047 -4.594 -0.017 0.03
H 1.210 -5.485 0.857 0.04
```

Results
Total charge   +1
DFT total energy   -3763.19685 Eh
Frontier orbital gap (alpha / beta)   6.8 / 7.0 eV
HOMO level (alpha / beta)   -10.9 / -10.9 eV

C6H9N as an isolated structure, computed with wB97M-V/def2-TZVPD.

```
16
Properties=species:S:1:pos:R:3:nbo_charge:R:1
C 2.663 0.509 2.072 -0.68
C 1.642 -0.051 1.169 0.01
C 0.803 -0.506 0.432 -0.04
C -0.248 -1.011 -0.465 -0.48
C -1.437 -0.057 -0.506 -0.15
C -1.367 1.277 -1.137 -0.21
N -2.345 -0.311 -1.664 -0.70
H 2.249 0.662 3.070 0.23
H 3.020 1.471 1.697 0.24
H 3.520 -0.163 2.154 0.23
H -0.572 -2.009 -0.147 0.23
H 0.139 -1.111 -1.485 0.23
H -1.998 -0.072 0.434 0.20
H -0.553 1.139 -1.895 0.11
H -2.215 0.419 -2.375 0.39
H -3.302 -0.186 -1.356 0.38
```

Results
ΔE to the lowest compared entry with this formula, charge and spin   5.764 eV
DFT total energy   -288.57023 Eh
Frontier orbital gap   9.4 eV
HOMO level   -8.6 eV

A 3-piece molecular cluster, C4H13NO3 overall, computed with wB97M-V/def2-TZVPD.

```
21
Properties=species:S:1:pos:R:3:nbo_charge:R:1
C 0.014 -0.659 -2.201 0.54
N -0.248 -1.793 -1.499 -0.61
C -0.032 -1.947 -0.092 -0.24
C -1.158 -2.561 0.711 -0.41
C -1.216 -2.205 2.178 -0.61
O 0.351 0.386 -1.686 -0.65
H 0.022 -0.796 -3.291 0.12
H -0.791 -2.482 -1.996 0.39
H 0.951 -2.376 0.148 0.20
H 0.210 -0.962 0.334 0.23
H -2.099 -2.503 0.155 0.21
H -1.054 -3.646 0.703 0.20
H -2.152 -2.527 2.597 0.22
H -1.056 -1.150 2.401 0.21
H -0.478 -2.721 2.800 0.21
H 0.631 3.620 -0.809 0.46
H 0.461 2.205 -0.713 0.50
O 1.009 2.912 -0.328 -0.96
H 1.518 4.544 1.351 0.47
H 0.653 3.604 2.103 0.47
O 1.029 4.489 2.180 -0.95
```

Results
ΔE to the lowest compared entry with this formula, charge and spin   1.140 eV
DFT total energy   -440.67332 Eh
Frontier orbital gap   10.7 eV
HOMO level   -10.1 eV